Computed, not measured: 8 unconnected molecules or ions with the total composition C37H62BNO21P, with ωB97M-V/def2-TZVPD.

Its net charge is -1. The calculation puts the LUMO energy at 2.02 eV. The HOMO-LUMO gap is 6.39 eV. The spin multiplicity is 1.

Geometry (Å):
C -5.63872 -0.69575 -2.34999
C -4.28515 -0.02358 -2.15903
O -3.91499 0.02863 -0.77507
P -2.34655 -0.09240 -0.46837
O -1.77146 -1.40608 -0.79925
C -1.58824 1.34296 -1.23562
C -0.43649 1.01475 -2.18848
C 0.73820 0.45201 -1.35039
N 1.20219 -0.85155 -1.78910
C 1.57580 -1.72641 -0.68419
B 1.59593 -3.24369 -1.14125
O 2.70686 -4.05063 -1.07438
O 0.42962 -3.82210 -1.59045
C 1.82746 1.56645 -1.31558
O 2.52212 1.72335 -2.31965
O 1.80817 2.26000 -0.24988
O -2.24646 0.17758 1.09351
C -2.95511 1.25963 1.73791
C -2.00229 1.92381 2.73992
H -5.99610 -1.19597 -1.45243
H -5.54858 -1.46217 -3.12151
H -6.37792 0.01936 -2.70808
H -4.33472 0.99710 -2.54719
H -3.52986 -0.54698 -2.74988
H -2.37438 1.96175 -1.68218
H -1.12879 1.94287 -0.44387
H -0.70736 0.35023 -3.01210
H -0.11515 1.95478 -2.64159
H 0.38963 0.37392 -0.30950
H 0.48892 -1.31219 -2.33956
H 0.83975 -1.65544 0.14389
H 2.54657 -1.42060 -0.29705
H 3.46071 -3.53859 -0.74907
H 0.56336 -4.44510 -2.31708
H -3.29538 1.97385 0.98762
H -3.82641 0.82677 2.22798
H -1.03018 1.43884 2.66636
H -2.33875 1.81599 3.77122
H -1.86668 2.97942 2.52067
O 4.53457 -1.94186 -1.01171
C 5.56746 -2.21653 -1.55433
O 5.62084 -2.97339 -2.66902
C 6.98534 -3.22736 -3.03369
C 7.79299 -2.10954 -2.37911
C 6.96870 -1.83278 -1.12317
H 7.26280 -4.21340 -2.65297
H 7.04657 -3.23748 -4.11920
H 8.82702 -2.38840 -2.18728
H 7.78980 -1.22935 -3.02295
H 7.24907 -2.47118 -0.28122
H 6.98593 -0.79616 -0.79851
O -5.65233 1.66300 -5.19915
C -5.60152 2.75215 -4.70928
O -6.20538 3.05374 -3.53531
C -6.05769 4.45424 -3.24231
C -4.83951 4.90588 -4.04265
C -4.90800 3.98445 -5.26082
H -6.97107 4.96588 -3.55478
H -5.94140 4.56408 -2.16727
H -4.85559 5.96780 -4.27699
H -3.93123 4.69764 -3.47641
H -5.52932 4.39172 -6.06034
H -3.93498 3.71705 -5.66224
O 0.32596 -4.16496 4.85526
C -0.25694 -3.88917 3.84225
O -0.87053 -2.70339 3.66759
C -1.56734 -2.67408 2.39757
C -0.88225 -3.73662 1.54707
C -0.44551 -4.74847 2.60449
H -2.61980 -2.90387 2.58255
H -1.48411 -1.68865 1.95920
H -1.52520 -4.13246 0.76626
H -0.01016 -3.30330 1.05788
H -1.22189 -5.48503 2.82450
H 0.47813 -5.27001 2.36680
O -1.70871 5.97947 1.99317
C -0.56018 5.62632 1.89937
O -0.04907 4.68923 2.71627
C 1.36477 4.50577 2.45276
C 1.57690 5.02161 1.03685
C 0.51128 6.11704 0.94744
H 1.91408 5.08254 3.20257
H 1.60069 3.45065 2.56360
H 2.59331 5.36457 0.86112
H 1.37339 4.22166 0.32217
H 0.86211 7.08617 1.31409
H 0.09632 6.24433 -0.04915
O -1.81627 8.93232 7.97668
C -2.14830 8.28481 7.02589
O -1.70554 8.55478 5.77882
C -2.34125 7.68784 4.81584
C -2.80021 6.47530 5.61598
C -3.09553 7.09810 6.97929
H -3.17581 8.23071 4.36737
H -1.62675 7.43820 4.03884
H -3.64327 5.96404 5.15830
H -1.98045 5.76162 5.70115
H -4.11539 7.48197 7.04828
H -2.90827 6.43799 7.82169
O 1.56849 -5.50890 -3.79322
C 1.06077 -6.56133 -4.03712
O -0.16864 -6.89543 -3.57377
C -0.48931 -8.24827 -3.92334
C 0.39349 -8.57153 -5.12635
C 1.62753 -7.71760 -4.84065
H -0.26685 -8.88659 -3.06514
H -1.55448 -8.30007 -4.13425
H 0.59520 -9.63559 -5.23009
H -0.08989 -8.22639 -6.04110
H 2.35541 -8.23477 -4.21325
H 2.12735 -7.34380 -5.72955
O 6.96843 -2.98675 2.53072
C 5.83255 -2.82698 2.88390
O 5.42698 -3.13063 4.13866
C 3.99975 -2.94586 4.26061
C 3.62725 -1.97080 3.14977
C 4.65861 -2.31759 2.07830
H 3.51988 -3.91862 4.13606
H 3.79039 -2.57723 5.26121
H 2.59404 -2.06648 2.82383
H 3.77908 -0.94509 3.48741
H 4.31699 -3.12438 1.42782
H 4.94616 -1.47131 1.46310

These are the Mulliken partial charges, in e, on atoms 1 to 4: atom 1 (C): -1.37, atom 2 (C): 0.33, atom 3 (O): -0.61, atom 4 (P): 1.02